{"formula": "C9H19NO2", "method": "the ωB97M-V functional and the def2-TZVPD basis", "symbols": ["C", "C", "C", "C", "C", "C", "C", "C", "C", "H", "H", "H", "H", "H", "H", "H", "H", "H", "H", "H", "H", "H", "H", "H", "H", "H", "H", "H", "N", "O", "O"], "coordinates": [[2.0392, 1.1799, 1.3485], [2.6081, 0.7037, 0.0269], [1.8965, -0.5423, -0.5213], [3.8264, -0.2266, 0.2959], [4.9184, -0.0793, -0.7248], [-3.9469, 1.6021, -0.5356], [-3.9315, -0.7209, -0.4906], [-2.5369, -0.8708, 0.1402], [-4.9834, -0.9678, 0.5651], [2.0613, 0.3469, 2.0654], [2.6063, 2.0406, 1.7684], [0.9724, 1.4529, 1.2173], [2.7588, 1.4992, -0.6942], [1.9678, -0.5510, -1.6071], [0.8598, -0.6947, -0.1323], [3.2981, -2.1492, -0.4005], [4.2422, -0.1060, 1.3045], [5.4661, 0.8508, -0.5847], [5.6440, -0.9093, -0.6285], [4.5135, -0.0898, -1.7418], [-2.8838, 1.6168, -0.2991], [-4.5602, 1.6846, 0.3589], [-4.1208, 2.4525, -1.2176], [-4.0281, -1.5379, -1.2156], [-2.3495, -1.9386, 0.3655], [-1.7623, -0.5075, -0.5449], [-2.4550, -0.3158, 1.0730], [-4.8520, -1.9921, 1.0129], [2.9000, -1.3871, 0.1431], [-4.2715, 0.4091, -1.2654], [-5.8971, -0.2523, 0.9185]], "atomic_forces_ev_per_a": [[-0.617, 0.421, 0.101], [0.235, -0.274, 0.755], [-0.352, 0.137, 0.458], [-0.565, 0.509, -0.119], [0.506, -0.799, -0.264], [-0.126, 0.381, -1.059], [-0.849, -0.272, -0.701], [0.088, 0.080, -0.061], [-0.786, -0.598, 0.674], [0.036, 0.254, -0.105], [-0.414, -0.545, -0.256], [0.516, 0.156, 0.197], [0.077, 0.209, -0.017], [-0.403, -0.225, -0.177], [0.633, 0.009, -0.593], [-0.245, 0.102, 0.036], [-0.078, -0.226, -0.075], [-0.005, 0.104, 0.043], [-0.217, 0.334, -0.142], [0.062, -0.024, 0.046], [0.077, 0.011, 0.205], [0.031, 0.113, 0.038], [-0.145, -0.397, 0.375], [-0.135, -0.180, 0.187], [-0.108, 0.568, -0.178], [-0.164, -0.183, 0.071], [0.082, 0.055, 0.053], [-0.148, 0.384, 0.085], [0.814, -0.145, 0.111], [1.102, 0.587, 0.862], [1.100, -0.545, -0.549]], "total_charge": 0, "e_tot_ha": -559.47520, "orbital_gap_ha": 0.358, "relative_energy_ev": 3.162, "multiplicity": 1, "homo_ev": -9.0, "e_lumo_ev": 0.71}

=====

{"formula": "C3H24O9", "method": "the ωB97M-V functional and the def2-TZVPD basis", "symbols": ["O", "H", "H", "O", "H", "H", "O", "H", "H", "O", "H", "H", "O", "H", "H", "O", "H", "H", "O", "H", "H", "O", "H", "H", "C", "C", "C", "O", "H", "H", "H", "H", "H", "H", "H", "H"], "coordinates": [[7.4663, 5.3470, 9.0421], [7.2674, 5.1459, 9.9622], [7.0567, 4.6374, 8.5424], [5.8738, 3.9610, 11.1383], [5.3028, 3.4977, 10.5157], [5.7776, 3.5079, 12.0034], [5.9668, 6.3833, 14.7370], [5.9488, 7.3576, 14.7975], [6.8703, 6.1087, 14.8831], [7.6606, 8.3259, 10.3367], [7.7732, 8.0332, 9.4329], [7.2362, 7.5601, 10.7492], [4.3373, 4.0628, 13.4965], [3.9998, 3.5021, 14.2114], [4.8005, 4.7695, 13.9389], [5.6686, 9.2030, 13.5086], [4.8284, 9.3111, 13.0324], [6.2960, 9.3432, 12.7922], [5.8280, 6.5208, 11.8713], [6.1355, 6.2828, 12.7466], [5.6536, 5.7085, 11.3644], [3.4214, 8.0626, 11.5739], [4.2430, 7.5507, 11.7829], [2.9630, 8.0601, 12.4147], [3.8284, 6.4031, 8.5754], [4.1134, 6.1343, 7.1414], [3.8973, 7.3673, 6.2439], [5.4547, 5.7351, 7.0746], [2.8419, 6.8475, 8.6521], [4.4017, 7.2459, 8.9769], [3.9394, 5.5913, 9.3249], [3.4994, 5.2943, 6.7896], [4.3758, 8.1814, 6.7588], [2.8574, 7.6032, 6.0626], [4.3408, 7.2581, 5.2632], [6.0440, 6.3666, 7.4938]], "atomic_forces_ev_per_a": [[0.265, 0.300, 0.093], [0.019, -0.156, 0.029], [-0.150, -0.044, -0.161], [0.246, -0.631, 0.172], [-0.031, -0.055, 0.155], [-0.332, 0.431, -0.616], [-0.297, 0.128, -0.102], [0.009, -0.278, -0.282], [0.381, 0.083, 0.275], [-0.092, -0.077, 0.264], [0.165, -0.017, -0.332], [-0.185, 0.120, 0.196], [-0.273, -0.912, 0.051], [0.092, 0.224, -0.263], [0.236, 0.724, 0.398], [-0.353, 0.089, -0.171], [0.101, -0.122, 0.218], [0.336, -0.073, -0.022], [-0.067, 0.674, -0.880], [-0.128, -0.133, 0.400], [0.071, -0.134, 0.482], [0.897, -0.238, 0.347], [-0.446, 0.225, -0.412], [-0.407, -0.035, 0.132], [-1.057, 1.159, 1.450], [0.179, 0.144, -0.308], [-0.147, -0.585, 0.400], [0.947, -1.197, -1.063], [-0.617, -0.373, 0.276], [0.552, -0.121, -0.271], [-0.151, 0.140, -0.877], [0.298, 0.055, -0.048], [0.147, 0.698, 0.033], [-0.375, 0.076, 0.288], [0.329, -0.299, -0.101], [-0.160, 0.208, 0.250]], "total_charge": 0, "e_tot_ha": -805.86416, "orbital_gap_ha": 0.367, "relative_energy_ev": 0.249, "multiplicity": 1, "homo_ev": -9.9, "e_lumo_ev": 0.06}

=====

{"formula": "C10H11P", "method": "the ωB97M-V functional and the def2-TZVPD basis", "symbols": ["C", "C", "C", "C", "C", "C", "C", "C", "C", "C", "P", "H", "H", "H", "H", "H", "H", "H", "H", "H", "H", "H"], "coordinates": [[-1.8000, -3.0775, 0.1983], [-1.0285, -3.1378, -0.9515], [-1.5042, -2.1329, 1.1665], [0.0041, -2.2442, -1.1435], [-0.4663, -1.2408, 0.9850], [0.2997, -1.2688, -0.1825], [0.0065, 3.9050, -0.9822], [0.9486, 3.0980, -0.4489], [1.7169, 1.0795, 0.8676], [0.6791, 2.0245, 0.4127], [1.6771, -0.1782, -0.5995], [-2.6241, -3.7623, 0.3291], [-1.2447, -3.8781, -1.7085], [-2.0873, -2.0839, 2.0749], [0.5921, -2.2825, -2.0495], [-0.2627, -0.5178, 1.7605], [0.2636, 4.7449, -1.6046], [-1.0417, 3.7442, -0.7934], [1.9892, 3.3018, -0.6729], [2.7106, 1.5238, 0.8781], [1.5216, 0.5921, 1.8198], [-0.3497, 1.7911, 0.6444]], "atomic_forces_ev_per_a": [[-0.008, -0.060, -0.018], [-0.065, -0.078, -0.190], [-0.132, 0.006, 0.174], [-0.018, 0.046, -0.018], [-0.002, 0.104, 0.024], [0.442, 0.341, -0.024], [-0.542, 0.533, -0.388], [0.370, -0.858, 0.876], [-0.305, -0.636, -1.186], [0.054, 0.997, 0.203], [0.422, -0.289, 0.639], [-0.051, -0.066, 0.073], [-0.012, -0.046, -0.048], [-0.073, -0.020, 0.056], [0.064, -0.039, -0.098], [0.032, 0.078, 0.038], [0.073, 0.075, -0.116], [-0.194, -0.055, 0.075], [0.130, -0.011, -0.040], [0.041, -0.029, -0.057], [-0.058, 0.000, -0.006], [-0.168, 0.005, 0.030]], "total_charge": 0, "e_tot_ha": -728.89182, "orbital_gap_ha": [0.280, 0.307], "relative_energy_ev": 0.000, "multiplicity": 3, "homo_ev": [-6.6, -9.6], "e_lumo_ev": [1.02, -1.22]}